Here is a 2-piece molecular cluster, C2HN2O3 overall in a non-equilibrium geometry from the Open Molecules 2025 dataset. Energies are from ωB97M-V/def2-TZVPD.

## Properties
* frontier orbital gap (spin up / spin down): 7.48 / 7.55 eV
* net charge: -1
* E_HOMO (spin up / spin down): -5.4 / -5.4 eV
* ΔE to the lowest compared entry with this formula, charge and spin: 74.0 kcal/mol
* DFT total energy: -411.97254 hartree
* LUMO level (spin up / spin down): 2.1 / 2.2 eV

Structure (XYZ):
```
8
Properties=species:S:1:pos:R:3:forces:R:3
H -2.792403 1.117354 0.247373 0.47 0.43 -0.08
O -3.448940 0.433293 0.382377 -0.56 -0.29 0.07
O 2.226857 1.125237 -0.384750 0.60 -1.13 1.02
C -0.264355 -0.407841 -0.090497 -4.67 -1.49 0.26
N -1.423999 -0.701408 0.111500 1.92 0.85 0.41
O 2.765518 -0.990907 0.401186 0.80 0.17 0.66
N 0.851974 -0.475887 -0.598060 0.71 -0.26 -1.32
C 2.085346 -0.099840 -0.069131 0.73 1.72 -1.02
```
Positions in Å, forces in eV/Å.

Atomic partial charges in e from the Löwdin method, atoms 1 to 5: -0.050 -0.119 -0.020 -0.333 0.126